A structure of composition C41H38AsCoO4S3. Source: the Open Molecules 2025 dataset; level of theory: ωB97M-V/def2-TZVPD.

Results
* ΔE to the lowest compared entry with this formula, charge and spin: 0.000 eV
* Kohn-Sham gap (alpha / beta): 8.546 / 5.336 eV
* multiplicity: 5
* LUMO energy (alpha / beta): -4.955 / -8.364 eV
* total energy: -182280.815 eV
* expectation value of S²: 6.037
* total charge: +2

Atoms and positions in Å:
Co -0.24315 -0.05386 -0.17026
O 1.45541 -0.04153 -1.09014
S 2.63781 0.84605 -1.52350
C 2.90108 2.02504 -0.17269
C 3.65521 1.57307 1.06958
C 2.92936 0.48097 1.86175
C 1.78971 1.05001 2.70250
S 0.49002 -0.15343 3.03055
O 0.09999 -0.67738 1.64069
C 1.45599 -1.45824 3.72473
C 1.73531 -2.59456 2.98330
C 2.48832 -3.59844 3.57910
C 2.93587 -3.45715 4.88518
C 2.63187 -2.31390 5.61495
C 1.87671 -1.30503 5.03996
C 4.04382 -0.20075 -1.39985
C 3.96400 -1.46080 -0.82906
C 5.13260 -2.20034 -0.70854
C 6.33996 -1.68201 -1.16012
C 6.38984 -0.43306 -1.76704
C 5.23289 0.31910 -1.89725
H 1.87227 2.31312 0.06454
H 3.37135 2.88876 -0.64717
H 3.78402 2.46814 1.68506
H 4.65949 1.23692 0.81037
H 3.63580 -0.05614 2.49279
H 2.51420 -0.25580 1.17321
H 1.25938 1.86333 2.19368
H 2.10420 1.42192 3.67975
H 1.35870 -2.69534 1.97552
H 2.71551 -4.49863 3.02407
H 3.50987 -4.24932 5.34615
H 2.96950 -2.21471 6.63735
H 1.61922 -0.42154 5.61309
H 3.00987 -1.86310 -0.51866
H 5.09909 -3.18582 -0.26396
H 7.24693 -2.26122 -1.05296
H 7.32511 -0.05021 -2.15141
H 5.25966 1.28573 -2.38751
C -4.32049 -1.63239 3.22535
C -4.54765 -0.50765 2.44666
C -3.97075 -0.40178 1.18583
C -3.16574 -1.42695 0.69971
C -2.92352 -2.54548 1.49244
C -3.50768 -2.65161 2.74571
As -2.24274 -1.25740 -1.00637
C -3.32655 -0.02127 -1.99270
C -2.68624 0.92783 -2.78637
C -3.43169 1.83413 -3.52918
C -4.81751 1.79122 -3.47426
C -5.45856 0.83715 -2.69304
C -4.71809 -0.07451 -1.95582
C -2.42085 -2.94523 -1.90325
C -3.26900 -3.06842 -2.99606
C -3.46295 -4.31773 -3.57322
C -2.81276 -5.43198 -3.06581
C -1.93738 -5.29980 -1.99570
C -1.73185 -4.05613 -1.41988
H -4.77969 -1.71912 4.20093
H -5.18098 0.28887 2.81404
H -4.16899 0.48141 0.58885
H -2.29377 -3.35169 1.14213
H -3.33232 -3.53511 3.34537
H -1.60260 0.94412 -2.84906
H -2.93525 2.56395 -4.15506
H -5.40272 2.49467 -4.05123
H -6.53926 0.80144 -2.66077
H -5.22437 -0.82750 -1.36464
H -3.77905 -2.20723 -3.40758
H -4.12532 -4.41556 -4.42274
H -2.97632 -6.40327 -3.51264
H -1.40947 -6.16363 -1.61452
H -1.01028 -3.96006 -0.61718
O 0.16103 8.26877 -1.63638
C 0.70519 7.08238 -1.93592
O 1.68990 6.99708 -2.60661
C 0.05631 5.83605 -1.37931
C -0.61607 5.81039 -0.16024
C -1.09725 4.61595 0.34144
C -0.87093 3.41845 -0.37441
S -1.40252 1.96562 0.31692
C -0.21741 3.46326 -1.63212
C 0.24095 4.65813 -2.11919
H -0.68398 8.18289 -1.17552
H -0.75352 6.71566 0.41804
H -1.62825 4.58344 1.28294
H -0.08540 2.54940 -2.19948
H 0.75756 4.71935 -3.06785

Here is what Löwdin gives for the atomic charges, in e: Co 0.41; O -0.61; S 1.09; C -0.30; C -0.19; C -0.22; C -0.30; S 1.08; O -0.62; C -0.41; C -0.07; C -0.05; C -0.05; C -0.05; C -0.07; C -0.41; C -0.07; C -0.04; C -0.04; C -0.04; C -0.08; H 0.07; H 0.11; H 0.13; H 0.12; H 0.13; H 0.07; H 0.08; H 0.11; H 0.11; H 0.12; H 0.12; H 0.12; H 0.12; H 0.11; H 0.12; H 0.12; H 0.12; H 0.12; C -0.06; C -0.06; C -0.13; C -0.37; C -0.10; C -0.06; As 1.33; C -0.42; C -0.14; C -0.06; C -0.05; C -0.05; C -0.11; C -0.37; C -0.09; C -0.06; C -0.06; C -0.06; C -0.13; H 0.11; H 0.11; H 0.09; H 0.09; H 0.11; H 0.08; H 0.11; H 0.12; H 0.12; H 0.12; H 0.10; H 0.12; H 0.12; H 0.11; H 0.09; O 0.16; C -0.47; O 0.16; C -0.08; C 0.01; C -0.06; C -0.63; S 0.89; C -0.08; C 0.02; H 0.12; H 0.13; H 0.12; H 0.09; H 0.14



An isolated molecule of C4H11IN2. Source: the Open Molecules 2025 dataset; level of theory: ωB97M-V/def2-TZVPD.

Results
* ΔE to the lowest compared entry with this formula, charge and spin: 0.163 eV
* Kohn-Sham gap: 8.237 eV
* LUMO energy: -0.353 eV
* structure (SMILES): CC(C)(C)N(N)I
* total energy: -15405.159 eV
* total charge: 0

Atoms and positions in Å:
C -1.48018 -0.48891 0.38311
C -0.10934 0.17515 0.11360
C -0.04147 1.52990 0.84916
C -0.04397 0.52395 -1.35248
N 0.95607 -0.73600 0.58047
N 0.84565 -2.04216 0.32231
I 2.96190 0.05942 -0.12530
H -1.78049 -1.12916 -0.44897
H -1.50520 -1.05397 1.29331
H -2.17697 0.41174 0.53322
H 0.88808 2.03971 0.55914
H -0.09879 1.69875 1.94042
H -0.88281 2.20085 0.53364
H 0.78792 1.11186 -1.54733
H 0.14158 -0.42180 -1.98311
H -0.99705 0.94646 -1.81630
H 0.90714 -2.35250 -0.60536
H 1.62795 -2.47327 0.77047

Here is what Löwdin gives for the atomic charges, in e: C -0.05; C -0.71; C -0.10; C -0.14; N -0.40; N -0.03; I 0.63; H 0.08; H 0.07; H 0.11; H 0.03; H 0.09; H 0.09; H -0.02; H 0.10; H 0.12; H 0.06; H 0.07



Q: Number 1 is which compound?
A: C41H38AsCoO4S3



Q: Which value of total charge does entry 1 give?
A: +2